# 1
Computed, not measured: a 2-piece molecular cluster, C8H10N2O2S overall in a non-equilibrium geometry, with the ωB97M-V functional and the def2-TZVPD basis.

Each line ends with the Mulliken charge.
Cartesian coordinates (Å):
S1 1.876 -2.162 -0.153  -0.46
O1 1.833 1.528 1.058  -0.65
O2 2.038 0.056 -1.471  -0.41
N1 -0.994 -1.329 -0.202  0.20
N2 1.469 -0.430 2.236  -0.38
C1 -2.921 0.659 0.174  -0.31
C2 -2.322 -1.686 -0.212  -0.18
C3 1.892 -0.498 -0.230  0.36
C4 -0.600 -0.083 -0.083  0.26
C5 -3.319 -0.670 -0.217  -0.63
C6 -1.558 0.919 0.128  -0.67
C7 1.777 0.307 1.060  0.58
C8 2.261 1.509 -1.703  -0.59
H1 3.318 1.709 -2.007  0.23
H2 1.925 2.059 -0.829  0.32
H3 1.659 1.588 -2.553  0.26
H4 -1.257 1.849 0.316  0.49
H5 -0.289 -2.019 -0.197  -0.03
H6 1.842 0.163 2.953  0.29
H7 -4.402 -0.779 -0.215  0.34
H8 1.707 -1.402 2.048  0.22
H9 -2.420 -2.785 -0.322  0.36
H10 -3.513 1.497 0.420  0.43

Output
Total charge: 0
Energy relative to the best compared isomer or geometry (same formula, charge and spin) in kcal per mole: 98.15
Strongest force on any atom in Eh/bohr: 0.0802
Multiplicity: 1
Kohn-Sham gap in eV: 8.1

=====

# 2
Computed, not measured: C8H10N2O3S in the gas phase in a non-equilibrium geometry, with the ωB97M-V functional and the def2-TZVPD basis.

Each line ends with the Mulliken charge.
Cartesian coordinates (Å):
S1 -0.788 -1.178 -1.842  1.06
O1 -0.166 -2.702 -1.760  -0.30
O2 -0.652 -0.580 -3.127  -0.59
O3 -2.074 -1.234 -1.258  -0.58
N1 -0.317 0.747 1.357  -0.33
N2 0.261 -0.497 -0.808  -0.13
C1 0.746 -1.491 0.083  0.41
C2 -0.370 0.829 0.060  0.58
C3 -1.229 2.993 1.364  -0.46
C4 -1.284 2.963 0.002  -0.28
C5 0.888 -2.697 -0.880  -0.51
C6 -0.843 1.846 -0.764  -0.60
C7 2.075 -1.087 0.798  -1.46
C8 -0.794 1.794 1.990  -0.25
H1 1.831 -2.731 -1.396  0.35
H2 2.675 -0.622 0.024  0.39
H3 -1.582 3.893 -0.597  0.29
H4 2.373 -1.916 1.304  0.52
H5 -0.932 1.712 -1.800  0.52
H6 -0.817 1.746 3.161  0.26
H7 0.781 -3.717 -0.266  0.25
H8 1.690 -0.179 1.498  0.22
H9 0.020 -1.829 0.913  0.33
H10 -1.491 3.934 1.946  0.31

Output
Total charge: 0
SMILES: C[C@@H]1COS(=O)(=O)N1c1ccccn1
Energy relative to the best compared isomer or geometry (same formula, charge and spin) in kcal per mole: 58.66
Strongest force on any atom in Eh/bohr: 0.1217
Multiplicity: 1
Kohn-Sham gap in eV: 10.2

=====

# 3
Computed, not measured: C8H10N2O4PS4V as an isolated structure in a non-equilibrium geometry, with the ωB97M-V functional and the def2-TZVPD basis.

Each line ends with the Mulliken charge.
Cartesian coordinates (Å):
V1 1.131 -1.332 -1.132  0.32
S1 -1.057 -0.080 -1.569  -0.43
S2 0.133 -2.742 0.824  -0.46
S3 2.058 1.257 -1.480  -0.47
S4 0.259 -3.439 -2.032  -0.42
P1 0.258 1.115 -0.715  0.97
O1 -0.494 2.578 -0.665  -0.43
O2 0.451 0.836 0.866  -0.25
O3 2.661 -1.690 -0.963  -0.23
O4 4.029 -1.837 -0.864  -0.72
N1 -1.458 -5.878 2.228  -0.62
N2 -1.205 -6.923 -1.966  -0.63
C1 -0.168 -3.888 -0.422  0.92
C2 0.248 3.766 -0.417  -0.44
C3 -0.752 -5.138 -0.148  -0.02
C4 -1.136 -5.524 1.175  0.13
C5 -1.003 -6.110 -1.169  0.09
C6 -1.034 1.778 2.525  -1.19
C7 0.495 4.518 -1.710  -1.08
C8 -0.669 0.550 1.715  -0.26
H1 1.001 5.467 -1.506  0.38
H2 1.118 3.917 -2.373  0.23
H3 -0.352 4.370 0.267  0.33
H4 -0.155 2.169 3.044  0.28
H5 -1.435 2.560 1.879  0.19
H6 -0.363 -0.272 2.356  0.33
H7 -1.792 1.517 3.271  0.41
H8 -0.454 4.722 -2.212  0.28
H9 -1.510 0.202 1.118  0.37
H10 1.193 3.531 0.077  0.41

Output
Total charge: -2
Energy relative to the best compared isomer or geometry (same formula, charge and spin) in kcal per mole: 32.89
Strongest force on any atom in Eh/bohr: 0.0950
Multiplicity: 3
Kohn-Sham gap (alpha / beta) in eV: 5.5 / 6.4

=====

# 4
Computed, not measured: C8H10N2O4S in the gas phase in a non-equilibrium geometry, with the ωB97M-V functional and the def2-TZVPD basis.

Each line ends with the Mulliken charge.
Cartesian coordinates (Å):
S1 1.579 0.967 -2.883  0.83
O1 -0.708 2.879 0.077  -0.60
O2 0.870 2.396 1.478  -0.59
O3 2.641 1.802 -2.410  -0.49
O4 1.190 1.045 -4.299  -0.51
N1 0.203 2.206 0.502  1.09
N2 -1.545 -0.273 0.002  -0.46
C1 -1.039 0.623 -2.156  -0.41
C2 -1.997 0.131 -1.247  -0.80
C3 0.219 1.106 -1.697  -0.22
C4 0.993 -2.064 1.022  -1.24
C5 -0.352 -0.048 0.365  -0.38
C6 -1.011 -1.193 2.431  -1.44
C7 0.600 1.001 -0.312  0.13
C8 0.192 -0.794 1.495  0.85
H1 -1.609 -1.749 1.816  0.44
H2 -1.132 0.735 -3.235  0.46
H3 -0.505 -1.902 3.134  0.35
H4 0.449 -2.236 0.070  0.34
H5 -1.620 -0.517 3.079  0.30
H6 1.657 0.837 -0.178  0.70
H7 0.887 -0.054 1.980  0.43
H8 0.949 -2.796 1.814  0.37
H9 -2.924 -0.200 -1.538  0.54
H10 2.013 -1.900 0.692  0.31

Output
Total charge: 0
SMILES: CC(C)C1=NC=CC(=S(=O)=O)[C@H]1[N+](=O)[O-]
Energy relative to the best compared isomer or geometry (same formula, charge and spin) in kcal per mole: 127.86
Strongest force on any atom in Eh/bohr: 0.0800
Multiplicity: 1
Kohn-Sham gap (alpha / beta) in eV: 7.1 / 6.9

=====

# 5
Computed, not measured: a 2-piece molecular cluster, C8H10N2S overall in a non-equilibrium geometry, with the ωB97M-V functional and the def2-TZVPD basis.

Each line ends with the Mulliken charge.
Cartesian coordinates (Å):
S1 -3.461 1.098 0.499  -0.47
N1 -0.836 -0.304 -1.556  -0.64
N2 -3.400 -0.310 -0.645  -0.20
C1 1.319 0.373 -0.324  0.55
C2 3.596 0.771 0.865  -0.14
C3 -3.700 -1.527 0.136  -0.77
C4 2.833 1.927 0.685  -0.61
C5 0.107 0.022 -0.966  0.13
C6 1.647 1.696 -0.009  -0.35
C7 2.075 -0.772 -0.068  -0.39
C8 3.229 -0.556 0.583  -0.76
H1 3.096 2.952 0.958  0.38
H2 -2.506 -0.291 -1.129  0.33
H3 3.898 -1.260 0.813  0.52
H4 4.611 0.867 1.328  0.29
H5 0.985 2.438 -0.364  0.47
H6 -3.731 -2.313 -0.670  0.35
H7 -4.570 -1.230 0.724  0.34
H8 1.724 -1.696 -0.455  0.43
H9 -2.760 -1.710 0.884  0.21
H10 -4.155 -0.174 -1.290  0.35

Output
Total charge: 0
SMILES: C[NH2+][S-].N#Cc1ccccc1
Energy relative to the best compared isomer or geometry (same formula, charge and spin) in kcal per mole: 36.96
Strongest force on any atom in Eh/bohr: 0.0723
Multiplicity: 1
Kohn-Sham gap in eV: 7.3

=====

# 6
Computed, not measured: a 2-piece molecular cluster, C8H10N2S overall in a non-equilibrium geometry, with the ωB97M-V functional and the def2-TZVPD basis.

Each line ends with the Mulliken charge.
Cartesian coordinates (Å):
S1 -1.329 -0.734 -2.065  -0.12
N1 -0.130 -1.248 -1.030  0.13
N2 0.132 1.877 -0.188  -0.36
C1 2.958 0.287 1.178  -0.07
C2 1.181 -1.444 -1.664  -0.81
C3 1.842 0.745 1.118  -0.59
C4 0.610 1.389 0.880  0.12
C5 -1.488 -1.367 0.960  -0.79
C6 -2.629 -1.267 1.351  -0.02
C7 -0.297 -1.620 0.230  -0.13
C8 -1.199 2.378 -0.241  -0.76
H1 1.842 -0.621 -1.354  0.23
H2 -1.620 1.944 -1.279  0.13
H3 -3.450 -0.829 1.821  0.41
H4 -1.096 3.408 -0.112  0.41
H5 1.476 -2.469 -1.328  0.31
H6 -1.821 2.148 0.587  0.32
H7 -0.031 1.336 1.749  0.35
H8 3.746 -0.364 1.410  0.43
H9 0.817 -1.343 -2.645  0.34
H10 0.486 -2.208 0.621  0.46

Output
Total charge: 0
Energy relative to the best compared isomer or geometry (same formula, charge and spin) in kcal per mole: 100.07
Strongest force on any atom in Eh/bohr: 0.0916
Multiplicity: 3
Kohn-Sham gap (alpha / beta) in eV: 7.0 / 7.0